No. 1
119
Properties=species:S:1:pos:R:3:forces:R:3 method="wB97M-V/def2-TZVPD" de_lowest_kcal_mol=10.3 gap_ev=7.19 charge=+2 homo_ev=-12.16
Y 0.409 -1.413 0.354 0.0887 0.2144 -0.1480
O -0.592 -0.654 3.802 -0.0538 0.0840 -0.0339
S 0.606 -1.178 3.218 0.0041 -0.1855 0.1275
O 1.294 -0.312 2.220 -0.1515 -0.1743 -0.0459
N 0.382 -2.469 2.298 -0.6774 -0.4101 0.6260
C -0.584 -3.468 2.592 0.2572 0.2653 -0.1486
C -0.943 -3.919 3.829 0.0659 -0.1669 0.2291
C -1.873 -4.978 3.973 0.0960 0.0940 -0.0102
C -2.421 -5.580 2.881 -0.0162 -0.0276 -0.0772
C -2.092 -5.112 1.584 -0.1326 -0.1261 -0.0009
C -2.635 -5.667 0.404 -0.0294 -0.0554 0.0962
C -2.314 -5.142 -0.816 0.0175 0.0290 -0.0478
C -1.464 -4.030 -0.862 -0.0508 0.0362 -0.0409
N -0.931 -3.481 0.212 0.3099 0.2057 0.3142
C -1.202 -4.035 1.447 -0.0399 0.1218 -0.3175
C 1.727 -1.542 4.496 0.2023 -0.0474 0.1463
C 1.492 -0.988 5.748 0.1152 -0.0744 -0.0025
C 2.400 -1.247 6.765 -0.0091 -0.0004 -0.0005
C 3.506 -2.047 6.520 0.0321 -0.0175 0.0153
C 3.723 -2.602 5.262 0.0080 -0.0021 0.0192
C 2.831 -2.352 4.235 -0.0777 0.0886 0.0828
H -0.494 -3.488 4.716 -0.0139 0.0099 -0.0159
H -2.128 -5.320 4.967 0.0139 0.0263 -0.0137
H -3.113 -6.406 2.986 0.0164 0.0187 -0.0083
H -3.310 -6.512 0.480 0.0132 0.0227 0.0080
H -2.712 -5.549 -1.735 0.0027 -0.0028 0.0096
H -1.222 -3.571 -1.816 0.0142 -0.0041 -0.0131
H 0.617 -0.377 5.919 0.0153 -0.0074 -0.0233
H 2.239 -0.828 7.749 0.0012 -0.0075 -0.0129
H 4.206 -2.250 7.321 -0.0042 0.0013 -0.0129
H 4.584 -3.234 5.090 -0.0159 0.0105 0.0039
H 2.975 -2.791 3.256 -0.0183 0.0219 -0.0128
C 3.664 -0.231 -3.075 -0.0243 -0.0672 0.0730
N 2.682 -0.624 -2.040 0.2420 0.1403 -0.2226
P 1.107 -1.098 -2.417 -0.1200 -0.0191 -0.3253
C 1.253 -2.065 -3.938 0.0220 -0.1321 0.0389
C 0.404 -1.902 -5.029 0.0201 0.0333 -0.0491
C 0.549 -2.715 -6.145 -0.0005 0.0185 0.0138
C 1.536 -3.688 -6.179 0.0021 -0.0126 -0.0082
C 2.386 -3.857 -5.092 -0.0203 0.0474 0.0265
C 2.240 -3.052 -3.974 0.0112 -0.0816 0.0044
C 0.127 0.350 -2.889 0.0306 0.1032 -0.1560
C 0.670 1.552 -3.341 -0.0241 0.0074 0.0312
C -0.164 2.578 -3.761 -0.0127 -0.0121 0.0115
C -1.543 2.406 -3.746 -0.0108 0.0523 0.0328
C -2.095 1.222 -3.278 0.0601 0.0115 0.0158
C -1.259 0.205 -2.842 -0.0727 -0.0230 0.0082
P 3.176 -1.013 -0.448 -0.0478 0.2742 -0.2451
C 4.684 -1.979 -0.653 -0.1014 -0.1773 0.1179
C 4.544 -3.359 -0.820 0.0249 -0.0005 0.0367
C 5.652 -4.148 -1.083 0.0182 0.0289 0.0114
C 6.908 -3.560 -1.168 -0.0171 -0.0232 0.0089
C 7.056 -2.192 -0.985 -0.0163 0.0358 0.0113
C 5.947 -1.397 -0.726 0.0690 -0.0107 -0.0389
C 3.689 0.559 0.292 0.1612 -0.0429 0.0030
C 3.395 1.788 -0.288 -0.0548 0.0862 0.0579
C 3.751 2.969 0.357 -0.0134 -0.0739 -0.0242
C 4.398 2.922 1.582 -0.0059 -0.0258 0.0242
C 4.683 1.695 2.172 -0.0283 0.0455 -0.0133
C 4.325 0.521 1.534 0.0365 -0.0317 0.0281
H 3.148 0.035 -3.995 -0.0199 0.0002 -0.0090
H 4.333 -1.064 -3.290 0.0330 0.0070 -0.0148
H 4.260 0.618 -2.742 -0.0273 0.0337 0.0536
H -0.357 -1.131 -5.029 -0.0061 -0.0036 0.0282
H -0.106 -2.578 -6.996 0.0053 -0.0023 0.0097
H 1.650 -4.313 -7.055 -0.0082 0.0046 0.0057
H 3.162 -4.611 -5.118 -0.0109 0.0078 -0.0002
H 2.912 -3.183 -3.132 0.0018 0.0001 0.0068
H 1.742 1.695 -3.375 0.0176 -0.0101 -0.0117
H 0.263 3.506 -4.117 -0.0082 -0.0089 0.0001
H -2.192 3.197 -4.099 0.0100 0.0242 0.0130
H -3.170 1.095 -3.256 0.0260 -0.0107 0.0022
H -1.701 -0.718 -2.476 0.0138 -0.0249 -0.0035
H 3.566 -3.823 -0.731 -0.0064 0.0244 -0.0077
H 5.541 -5.217 -1.206 0.0030 0.0153 -0.0044
H 7.778 -4.173 -1.366 -0.0105 0.0084 -0.0013
H 8.037 -1.741 -1.042 -0.0079 -0.0020 -0.0037
H 6.072 -0.331 -0.582 -0.0234 -0.0027 -0.0018
H 2.876 1.834 -1.238 0.0268 -0.0130 -0.0438
H 3.532 3.923 -0.105 -0.0086 -0.0104 -0.0036
H 4.679 3.841 2.081 0.0006 -0.0218 -0.0183
H 5.181 1.657 3.132 -0.0101 -0.0033 -0.0185
H 4.541 -0.431 2.009 0.0087 0.0055 -0.0212
Cl -2.186 7.988 -1.431 -0.0208 -0.0345 0.0136
C -2.806 6.577 -0.644 0.0607 0.0523 -0.0750
C -2.613 5.332 -1.216 0.0231 -0.0539 0.0789
C -3.123 4.211 -0.582 0.0566 -0.0075 0.0221
C -3.814 4.308 0.621 0.0925 0.0056 -0.0986
C -4.321 3.069 1.323 -0.0394 -0.0107 -0.0417
C -3.275 2.540 2.299 0.3072 0.0385 0.0928
N -2.129 1.954 1.604 0.0121 0.1799 0.0314
C -0.988 2.614 1.188 -0.2493 0.0033 0.0522
C -0.261 1.711 0.493 -0.0660 -0.1693 -0.0111
N -0.938 0.496 0.485 0.0948 -0.0435 -0.1683
C -2.057 0.698 1.162 -0.0238 0.0531 0.0581
O -4.606 1.992 0.462 0.0458 -0.0717 -0.0765
C -5.664 2.113 -0.516 -0.0143 0.0039 0.0644
C -6.396 3.414 -0.547 -0.1377 -0.1096 0.0862
C -6.277 4.329 -1.550 0.1535 0.0167 -0.1066
Cl -5.287 4.206 -2.954 -0.2028 -0.0229 -0.0236
S -7.225 5.723 -1.301 -0.0920 0.1914 -0.0616
C -7.842 5.093 0.163 0.0299 -0.0172 0.0414
C -7.333 3.864 0.438 0.1048 -0.0620 -0.0328
C -3.964 5.574 1.178 0.0312 0.0412 0.1105
Cl -4.729 5.765 2.730 -0.0344 -0.0165 -0.0426
C -3.481 6.713 0.556 -0.0240 0.0208 0.0518
H -2.076 5.252 -2.151 -0.0151 -0.0311 -0.0348
H -3.000 3.234 -1.036 0.0140 0.0332 0.0110
H -5.185 3.334 1.934 -0.1262 0.0492 -0.0305
H -3.696 1.784 2.958 -0.0324 -0.0607 -0.0587
H -2.903 3.361 2.910 -0.0492 -0.0294 0.0742
H -0.816 3.652 1.417 -0.0137 -0.0201 -0.0097
H 0.699 1.841 0.018 -0.0123 -0.0077 0.0238
H -2.824 -0.032 1.360 0.0059 -0.0028 -0.0141
H -6.359 1.295 -0.317 -0.0163 0.0137 0.0552
H -5.208 1.937 -1.489 -0.0018 -0.0180 -0.0344
H -8.556 5.661 0.737 0.0131 -0.0258 -0.0246
H -7.615 3.284 1.307 0.0189 0.0167 -0.0325
H -3.620 7.685 1.008 -0.0023 -0.0141 -0.0098

=====

No. 2
122
Properties=species:S:1:pos:R:3:forces:R:3 method="wB97M-V/def2-TZVPD" gap_ev="4.80 / 4.81" charge=-2 homo_ev="-2.01 / -2.01"
Lu 0.075 0.048 0.936 0.2388 -0.3391 -0.1694
C -0.408 6.581 5.287 -0.0299 0.0075 0.0624
C 0.850 6.534 4.707 -0.0717 0.2788 0.0826
C 1.218 5.475 3.902 -0.0499 -0.2719 -0.1249
C 0.335 4.413 3.655 -0.2332 0.8085 0.4029
C -0.933 4.474 4.264 0.1629 -0.1193 -0.2008
C -1.294 5.536 5.062 -0.0828 0.2598 0.1274
C 0.696 3.214 2.945 0.8885 -0.9808 -1.0750
C 1.738 2.957 2.076 -1.1878 0.3261 0.8810
C 2.704 3.824 1.437 0.5620 -0.0371 -0.4044
C 3.475 3.038 0.655 -0.1404 0.6878 0.1874
C 2.999 1.676 0.819 -0.5626 -0.7033 0.6695
C 3.571 0.527 0.253 -0.2350 -0.0131 0.1202
C 4.547 0.704 -0.841 -0.0212 -0.0692 -0.1542
C 4.171 0.242 -2.103 0.1123 0.1000 0.0483
C 4.969 0.488 -3.204 0.0542 -0.0585 -0.1698
C 6.164 1.175 -3.060 0.0297 0.0123 -0.1166
C 6.566 1.592 -1.803 0.1756 0.1210 -0.0295
C 5.767 1.359 -0.698 -0.0296 -0.1036 0.0392
C 3.222 -0.794 0.610 -0.3105 0.5018 0.4856
N 2.152 -1.203 1.333 -0.1532 0.8422 -0.4785
C 2.335 -2.538 1.573 -0.9591 -0.9126 0.6559
C 1.458 -3.450 2.160 1.0952 0.7221 -0.9276
C 2.012 -4.763 2.542 0.1560 -0.1292 0.1983
C 1.622 -5.973 1.978 -0.0247 0.1121 -0.0147
C 2.209 -7.157 2.396 0.0180 -0.1356 0.0075
C 3.168 -7.152 3.396 0.0276 -0.0716 0.1145
C 3.541 -5.953 3.984 0.1740 -0.1559 0.0556
C 2.976 -4.770 3.550 -0.0359 -0.0670 0.0153
C 0.112 -3.175 2.482 -0.7642 1.0217 0.2770
C -0.882 -4.086 2.992 -0.1634 0.1162 0.0368
C -2.023 -3.365 3.167 -0.2052 -0.0607 -0.0762
C -1.698 -2.004 2.850 -0.6051 0.4952 0.1067
N -0.399 -1.943 2.398 0.6204 -0.6390 -0.3895
C -2.298 -0.758 3.035 0.7945 -0.3595 -0.0224
C -1.280 0.234 3.290 0.0904 -0.1763 0.5250
C -0.315 0.002 4.306 -0.1209 0.3010 -0.0302
C 0.479 1.127 4.341 -0.2182 0.1677 0.0806
C -0.006 1.978 3.332 0.0443 -0.3797 0.3914
N -1.076 1.455 2.703 -0.2390 0.4454 -0.2554
C -3.702 -0.409 3.195 -0.5765 -0.0699 0.0562
C -4.523 -1.136 4.057 0.1423 -0.0242 -0.0664
C -5.808 -0.707 4.331 -0.1785 -0.0261 0.0956
C -6.299 0.446 3.744 -0.0852 -0.0160 -0.0074
C -5.499 1.156 2.862 -0.1084 0.0732 -0.0372
C -4.213 0.738 2.587 0.2188 -0.0613 0.0114
C 3.595 -2.969 1.012 0.5740 0.3330 -0.4097
C 4.116 -1.904 0.365 0.0979 -0.7335 0.1581
N 1.937 1.661 1.649 0.2334 -0.7380 -0.6676
H -0.689 7.411 5.923 0.0077 0.0196 0.0166
H 1.554 7.333 4.904 0.0636 0.0063 -0.0389
H 2.219 5.435 3.504 0.1161 -0.0037 -0.0287
H -1.621 3.657 4.106 -0.0407 -0.0501 -0.0220
H -2.271 5.550 5.530 -0.0280 -0.0195 -0.0441
H 2.775 4.889 1.548 -0.0049 0.1569 -0.0349
H 4.279 3.339 0.009 0.0465 0.1017 -0.0744
H 3.228 -0.278 -2.208 -0.1139 0.0089 -0.0789
H 4.644 0.163 -4.181 -0.0535 -0.0450 -0.0956
H 6.774 1.400 -3.926 0.0258 -0.0433 -0.0230
H 7.504 2.118 -1.686 0.0924 0.0371 0.0223
H 6.095 1.684 0.281 -0.0698 0.0278 0.0654
H 0.875 -5.971 1.199 -0.0715 0.0054 -0.1453
H 1.926 -8.094 1.934 -0.0621 -0.0255 -0.0433
H 3.619 -8.077 3.731 -0.0048 -0.0600 -0.0336
H 4.280 -5.944 4.778 -0.0012 0.0106 -0.0266
H 3.272 -3.830 3.992 -0.0018 0.1025 0.0322
H -0.738 -5.133 3.185 0.0026 -0.1380 0.0113
H -2.974 -3.721 3.516 -0.1146 -0.0722 0.0719
H -0.282 -0.848 4.965 0.0075 -0.1890 -0.0585
H 1.295 1.351 5.004 0.1935 -0.0262 0.0533
H -4.137 -2.014 4.552 0.0711 -0.0851 0.0293
H -6.424 -1.269 5.020 -0.0303 -0.0414 0.0339
H -7.302 0.787 3.972 -0.0206 0.0070 -0.0198
H -5.880 2.047 2.385 -0.0300 0.0923 -0.0799
H -3.579 1.281 1.903 0.0158 0.1030 -0.0364
H 3.985 -3.968 1.077 0.0990 -0.0837 -0.0407
H 5.039 -1.842 -0.182 0.0887 -0.0237 -0.0958
S 1.236 3.727 -2.367 0.8453 0.9753 -0.9636
C 0.720 2.579 -1.376 -0.7617 -1.2631 1.2068
N 0.290 1.775 -0.643 0.2041 0.0756 -0.2800
O -2.287 0.172 0.082 0.5024 -0.2653 0.3787
H -2.675 0.857 -0.502 0.1719 0.0600 0.1215
H -2.576 -0.671 -0.322 0.0798 0.1339 -0.0016
O 0.083 -3.740 -1.518 0.0217 -0.8184 -0.3237
C 0.003 -2.657 -1.044 0.0405 -0.1226 -0.0914
N -0.074 -1.583 -0.567 0.0770 1.0705 0.7468
C -3.103 -3.615 -3.758 0.1245 -0.2785 0.0971
N -3.906 -2.431 -3.883 0.0876 0.4054 0.0131
C -3.826 -1.659 -5.109 0.0195 0.0678 -0.4055
C -4.312 -0.261 -4.693 -0.1461 0.2142 -0.3121
N -4.542 -0.403 -3.271 0.1440 -0.1868 -0.0799
C -4.162 -1.618 -2.829 -0.6133 0.0891 -0.4993
S -4.215 -2.096 -1.249 0.1088 -0.2902 1.0356
H -2.041 -3.367 -3.838 0.0532 0.0178 -0.0326
H -3.379 -4.331 -4.536 -0.0202 -0.0093 -0.0059
H -3.275 -4.050 -2.777 -0.0066 -0.0482 -0.0227
H -4.458 -2.112 -5.884 0.0482 0.0555 0.0666
H -2.790 -1.624 -5.462 -0.0616 -0.0087 0.0406
H -5.246 0.024 -5.191 0.1000 -0.0742 -0.0473
H -3.557 0.501 -4.900 0.0117 -0.0689 0.0307
H -4.460 0.412 -2.664 0.0399 -0.1717 -0.0101
N -1.779 2.477 -3.448 0.2128 0.4346 0.3351
C -2.368 3.006 -2.378 0.0774 0.4173 -0.7791
N -1.915 4.188 -1.906 0.2819 0.1592 0.0280
S -3.772 2.367 -1.723 -0.8849 -0.2536 0.6335
H -0.861 2.830 -3.689 0.0118 0.0335 -0.0412
H -1.863 1.460 -3.614 -0.0633 -0.0388 0.0382
H -0.939 4.416 -2.084 -0.0703 -0.0065 0.0121
H -2.279 4.467 -1.009 -0.0627 -0.1202 -0.0870
C 0.111 2.055 -7.613 0.0990 -0.0813 0.0379
C 0.485 0.938 -6.676 0.2492 -0.0688 -0.2546
C 1.623 0.155 -6.879 0.0351 0.0819 -0.0426
C 1.851 -0.834 -5.929 0.0618 0.1969 -0.3352
N 1.043 -1.061 -4.921 0.5265 -0.3086 0.1986
C -0.027 -0.255 -4.794 -0.5970 -0.1716 0.3031
S -1.107 -0.522 -3.527 -0.2765 -0.4821 0.5570
N -0.317 0.749 -5.652 -0.0425 0.4142 -0.4012
H 0.273 1.765 -8.652 0.0373 0.0503 -0.0468
H 0.727 2.928 -7.393 -0.0156 0.0969 -0.0695
H -0.935 2.313 -7.461 0.0161 0.0339 0.0043
H 2.290 0.316 -7.715 0.0237 0.0052 -0.0313
H 2.728 -1.478 -5.986 0.0083 -0.0057 -0.1016